DFT (ωB97M-V/def2-TZVPD) results for a structure of composition C20H46P4SeYb in a non-equilibrium geometry.

Properties
- <S²>: 0.759
- E_tot: -155487.67286 eV
- Relative energy (zero: lowest compared OMol25 entry of this formula, charge and spin): 0.0 kJ/mol
- 2S+1: 2
- Frontier orbital gap (alpha / beta): 5.6 / 5.6 eV
- Net charge: +3

Structure (XYZ):
```
72
Properties=species:S:1:pos:R:3:forces:R:3:lowdin_spin:R:1
Yb -1.426796 1.400433 -4.277509 0.35 -2.45 0.86 0.006
P -1.793041 -2.139571 0.469525 -1.18 -0.52 0.32 0.002
P 1.651092 -0.046408 1.528691 -0.26 0.11 -0.06 0.002
P 1.209642 -0.837830 -1.835503 0.63 -0.60 1.87 0.079
H -3.590022 3.787295 -5.750494 0.32 -0.59 -0.24 0.000
C -3.409901 2.772986 -6.153434 -2.11 -1.17 1.96 0.000
C -3.670661 1.691650 -5.329601 0.58 1.95 -2.44 0.000
H -3.909618 1.911906 -4.300486 -0.42 -0.16 0.42 0.000
C -3.239189 -1.502594 1.353693 -0.21 0.02 -0.03 0.002
C -1.081128 -3.385634 1.562639 1.08 0.09 0.12 0.000
C -2.489043 -3.063374 -0.936244 0.20 0.23 -0.42 0.000
C 2.867958 1.336316 1.416479 -0.05 -0.36 0.09 0.000
C 0.997653 0.196387 3.231216 0.24 -0.25 0.30 0.000
C 2.704867 -1.552303 1.694289 0.04 0.09 0.24 0.001
C 0.566308 -0.611012 -3.508606 0.27 -0.32 -1.43 0.005
C 1.359961 -2.652870 -1.546591 0.09 -0.16 -0.94 0.031
C 2.975863 -0.401097 -2.057326 0.20 -0.02 -0.29 0.001
H -3.330933 2.730861 -7.220020 0.42 -0.36 -0.46 0.000
H -3.694213 0.672522 -5.726147 -0.18 0.15 0.16 0.000
H -3.650492 -0.619791 0.834850 0.16 -0.39 0.25 0.001
H -2.980344 -1.256191 2.393424 -0.06 -0.06 -0.41 0.000
H -4.013903 -2.291430 1.373122 0.38 0.27 -0.05 0.000
H -0.788045 -2.940444 2.539878 -0.09 -0.30 -0.70 0.000
H -0.204226 -3.870902 1.074198 -0.54 0.35 0.45 0.000
H -1.844809 -4.158420 1.740022 0.12 0.33 -0.11 0.000
H -3.350379 -2.517867 -1.363694 0.38 -0.29 0.25 0.000
H -2.814334 -4.052001 -0.565503 0.05 0.49 -0.14 0.000
H -1.739085 -3.222507 -1.726031 -0.29 0.00 0.28 0.000
H 3.609280 1.280312 2.226373 -0.13 0.12 -0.29 0.000
H 2.333116 2.289202 1.457678 0.09 -0.12 0.12 0.000
H 3.359192 1.300646 0.441120 0.13 -0.03 0.14 0.000
H 1.755110 0.003184 4.013396 -0.38 0.18 -0.28 0.000
H 0.147154 -0.484450 3.379178 0.29 0.05 0.13 0.000
H 0.604541 1.218189 3.333472 0.30 -0.29 0.05 0.000
H 3.391831 -1.469237 2.554911 -0.18 -0.17 -0.43 0.000
H 3.267790 -1.727516 0.764804 -0.01 0.17 0.41 0.000
H 2.052142 -2.428998 1.824291 0.19 0.23 0.14 0.000
H 1.243476 -1.093172 -4.222923 -0.27 0.05 -0.22 0.000
H 0.560486 0.473348 -3.783953 0.47 -0.77 0.47 0.003
H -0.419878 -1.089372 -3.599617 0.00 0.08 -0.02 0.000
H 1.863716 -3.108673 -2.407781 -0.07 -0.28 0.24 0.005
H 0.378418 -3.115337 -1.423051 0.08 -0.01 -0.11 0.000
H 1.942076 -2.868744 -0.643421 -0.07 0.33 -0.22 0.000
H 3.390717 -0.999271 -2.885371 0.01 0.26 0.24 0.000
H 3.572561 -0.609585 -1.155190 -0.38 0.01 -0.28 0.000
H 3.093682 0.666666 -2.285413 -0.05 -0.30 0.01 0.000
C 0.334638 2.901011 -2.549518 -1.10 -0.52 1.07 0.022
C -0.799896 3.491728 -3.172240 1.29 0.26 1.71 0.018
C -0.867752 3.628819 -4.526749 -0.20 0.13 -1.15 0.002
C 0.217888 3.131361 -5.243354 0.79 1.13 -0.75 0.016
C 1.480524 3.111016 -4.617087 -0.10 0.01 0.55 0.014
C 1.548077 2.933222 -3.239205 0.02 0.21 0.08 0.021
Se -0.008941 1.495354 -1.060039 0.18 2.00 -2.17 0.366
H -0.968240 -1.039700 0.063638 -0.07 -0.72 0.28 0.007
H -1.586095 3.795648 -2.541588 -1.14 0.17 0.65 0.004
H -1.880144 3.674828 -4.984495 1.16 0.93 0.14 0.000
H 0.171850 2.933277 -6.291619 -0.04 0.47 -0.78 0.001
H 2.382305 3.296033 -5.176205 0.19 -0.62 -0.37 0.000
H 2.489576 2.831614 -2.680620 -0.38 -0.09 -0.50 0.000
C -3.068063 2.910574 0.343254 -0.11 0.14 0.19 0.016
P -1.608053 2.003069 0.927126 0.04 -0.28 0.08 0.259
C -0.461902 3.334420 1.380500 -0.31 0.02 0.17 0.008
C -2.221460 1.397634 2.520394 -0.23 0.22 0.54 0.084
H -2.966863 3.302421 -0.681743 -0.08 -0.15 0.46 0.001
H -3.139074 3.742132 1.062403 -0.40 -0.06 -0.45 0.003
H -3.960687 2.270257 0.445242 0.30 0.35 -0.20 0.000
H -1.084960 4.073066 1.865192 0.11 0.47 0.34 0.000
H 0.301001 2.988792 2.077069 -0.01 0.04 -0.10 0.001
H -0.001152 3.770806 0.494848 0.00 0.00 0.15 0.003
H -1.469792 0.822819 3.070281 -0.25 0.19 -0.17 0.001
H -3.124450 0.797046 2.382550 0.22 0.31 0.08 0.000
H -2.485927 2.292552 3.096024 -0.03 -0.20 0.20 0.015
```
Forces are in eV/Å.